# C26H55BrN8O3P2S

A structure of composition C26H55BrN8O3P2S at a distorted geometry (ωB97M-V with the def2-TZVPD basis set, the OMol25 dataset).

Computed properties:
LUMO energy: -0.8 eV
electronic energy: -5342.12660 a.u.
Kohn-Sham gap: 7.145 eV
ΔE to the lowest compared entry with this formula, charge and spin: 0.000 eV

Structure (XYZ):
```
96
C26H55BrN8O3P2S ωB97M-V with the def2-TZVPD basis set
C 1.92 1.02 1.83
C 1.03 -0.01 1.03
C -0.42 0.56 1.00
O -1.00 0.37 -0.28
C -2.42 0.44 -0.26
C -2.86 1.82 0.27
C -2.53 2.96 -0.59
Br -1.65 2.68 -2.27
C -2.85 4.22 -0.20
C -3.49 4.39 1.05
N -3.84 5.59 1.57
S -4.52 5.24 2.99
N -4.47 3.62 3.04
C -3.86 3.29 1.89
C -3.52 1.96 1.46
C -3.89 0.77 2.35
C -5.33 0.19 2.13
C -6.15 1.11 1.17
C -5.31 -1.23 1.44
H 2.97 0.73 1.86
H 1.77 1.97 1.30
H 1.46 1.06 2.83
H 1.41 -0.17 0.01
H 1.09 -0.99 1.54
H -0.34 1.62 1.30
H -1.01 0.01 1.75
H -2.76 0.36 -1.30
H -2.88 -0.40 0.29
H -2.58 5.05 -0.85
H -3.16 -0.03 2.16
H -3.72 1.09 3.40
H -5.89 0.06 3.06
H -7.18 0.72 1.11
H -5.73 1.11 0.16
H -6.23 2.13 1.57
H -5.72 -1.21 0.42
H -5.88 -1.94 2.06
H -4.28 -1.62 1.38
O -0.12 2.87 -5.07
P 0.44 2.16 -6.29
N 2.11 2.27 -5.86
C 3.04 3.34 -6.12
C 2.54 1.40 -4.77
N -0.12 3.31 -7.44
C 0.67 4.03 -8.42
C -1.20 4.19 -7.00
N 0.87 1.09 -7.66
C 0.21 -0.22 -7.51
C 2.20 0.88 -8.20
H 4.00 2.92 -6.45
H 3.22 3.96 -5.24
H 2.71 4.00 -6.92
H 2.61 0.36 -5.12
H 1.84 1.43 -3.93
H 3.52 1.68 -4.39
H 1.20 4.88 -7.98
H 0.02 4.43 -9.21
H 1.38 3.39 -8.95
H -0.84 5.00 -6.36
H -1.96 3.63 -6.44
H -1.72 4.62 -7.86
H 0.67 -0.81 -6.71
H 0.25 -0.80 -8.44
H -0.84 -0.08 -7.26
H 2.85 0.30 -7.53
H 2.71 1.81 -8.45
H 2.12 0.32 -9.14
O 2.05 -1.72 4.83
P 1.92 -3.23 4.88
N 1.90 -3.37 6.60
C 3.02 -3.43 7.51
C 0.66 -2.98 7.26
N 3.44 -3.50 4.12
C 4.56 -4.26 4.63
C 3.97 -2.40 3.31
N 1.69 -5.01 4.77
C 0.41 -5.32 4.09
C 1.86 -5.97 5.84
H 2.84 -4.20 8.27
H 3.19 -2.48 8.02
H 3.95 -3.70 7.02
H -0.11 -3.75 7.11
H 0.28 -2.03 6.87
H 0.79 -2.86 8.33
H 5.15 -3.68 5.36
H 5.25 -4.53 3.82
H 4.28 -5.21 5.08
H 4.43 -1.63 3.95
H 3.19 -1.94 2.71
H 4.73 -2.75 2.61
H -0.45 -5.09 4.72
H 0.37 -6.36 3.78
H 0.33 -4.71 3.18
H 1.09 -5.91 6.61
H 2.83 -5.89 6.33
H 1.83 -6.98 5.42
```